(1)
{
  "formula": "C31H59IN2O39S11",
  "method": "ωB97M-V/def2-TZVPD",
  "e_tot_ha": -8937.96193,
  "orbital_gap_ev": 8.202,
  "e_lumo_ev": 0.009,
  "e_homo_ev": -8.19,
  "total_charge": 0,
  "largest_force_ev_per_a": 1.8,
  "symbols": ["C", "C", "N", "C", "C", "C", "S", "S", "C", "C", "C", "C", "O", "O", "C", "I", "N", "C", "C", "C", "O", "H", "H", "H", "H", "H", "H", "H", "H", "H", "H", "H", "H", "H", "H", "H", "H", "H", "H", "H", "H", "H", "H", "H", "O", "S", "O", "O", "C", "C", "O", "H", "H", "H", "H", "O", "S", "O", "O", "C", "C", "O", "H", "H", "H", "H", "O", "S", "O", "O", "C", "C", "O", "H", "H", "H", "H", "O", "S", "O", "O", "C", "C", "O", "H", "H", "H", "H", "O", "S", "O", "O", "C", "C", "O", "H", "H", "H", "H", "O", "S", "O", "O", "C", "C", "O", "H", "H", "H", "H", "O", "S", "O", "O", "C", "C", "O", "H", "H", "H", "H", "O", "S", "O", "O", "C", "C", "O", "H", "H", "H", "H", "O", "S", "O", "O", "C", "C", "O", "H", "H", "H", "H"],
  "coordinates": [[-4.26746, -5.92497, -1.02658], [-5.56025, -6.38158, -1.74568], [-6.73299, -5.91158, -0.96437], [-7.96478, -6.70802, -1.22045], [-8.16873, -7.20440, -2.66600], [-6.92320, -4.52588, -1.16455], [-7.69814, -3.83230, -2.42084], [-6.22462, -3.51850, 0.11654], [-7.35601, -2.10766, 0.31397], [-6.63231, -1.07397, 1.17973], [-5.79644, -0.07540, 0.32980], [-5.65936, 1.20205, 1.11412], [-6.49815, 2.05256, 1.06510], [-4.53980, 1.26293, 1.91287], [-3.67748, 2.34299, 1.63323], [-4.34580, 4.19814, 2.57391], [-3.35074, 2.41052, 0.21185], [-3.97209, 3.51942, -0.52840], [-1.89429, 2.50222, 0.13107], [-1.15591, 3.67831, 0.70514], [-1.29347, 1.61120, -0.39123], [-4.10799, -4.88081, -1.30533], [-3.41044, -6.53372, -1.30678], [-4.46841, -5.95650, 0.04436], [-5.55988, -7.46271, -1.86758], [-5.60232, -5.87979, -2.71989], [-8.80726, -6.05517, -0.99215], [-7.93970, -7.54455, -0.51945], [-7.71929, -6.54213, -3.40127], [-9.24067, -7.22791, -2.87529], [-7.79943, -8.22583, -2.77657], [-8.22566, -2.49400, 0.85096], [-7.71445, -1.72403, -0.63946], [-5.94466, -1.59179, 1.85192], [-7.37728, -0.50014, 1.73395], [-6.26092, 0.10513, -0.63770], [-4.81014, -0.51304, 0.16294], [-2.76914, 2.09544, 2.17828], [-3.86010, 3.28473, -1.59311], [-3.45764, 4.47530, -0.40073], [-5.04228, 3.60122, -0.36121], [-0.20025, 3.83536, 0.20913], [-1.70072, 4.62216, 0.63475], [-0.92243, 3.54920, 1.76182], [1.14828, 4.01219, 2.59555], [1.21088, 3.74022, 3.99113], [0.92767, 4.73906, 4.95474], [2.63345, 3.08801, 4.29935], [2.46617, 1.79371, 4.91202], [1.15125, 1.28476, 4.36801], [0.31331, 2.45583, 4.30970], [2.42471, 1.93114, 5.99417], [3.30450, 1.14859, 4.66067], [0.69986, 0.52504, 4.99888], [1.26200, 0.89588, 3.35346], [-0.95580, -7.26983, 1.37945], [-0.63110, -5.89155, 1.30409], [-0.93505, -4.99063, 2.35398], [-1.21122, -5.31538, -0.07384], [-0.15416, -4.74894, -0.85811], [1.07841, -5.53147, -0.45992], [0.92567, -5.74346, 0.94823], [-0.06013, -3.69347, -0.59548], [-0.38173, -4.83880, -1.91703], [2.00048, -4.99481, -0.66463], [1.10814, -6.50685, -0.95088], [-4.09676, 6.06807, -5.34822], [-4.43483, 6.25233, -3.98710], [-3.47832, 6.63118, -3.01120], [-5.20774, 4.93299, -3.47738], [-6.50413, 5.28628, -2.98055], [-6.89479, 6.52207, -3.76109], [-5.67979, 7.26512, -3.88774], [-6.41638, 5.49960, -1.91261], [-7.19932, 4.46402, -3.12905], [-7.65043, 7.11591, -3.25420], [-7.24494, 6.26582, -4.76370], [-2.30037, 3.80482, -7.36086], [-1.86847, 5.15285, -7.45550], [-2.14909, 6.09931, -6.44574], [-2.34974, 5.73229, -8.87577], [-1.22592, 6.19218, -9.63129], [-0.07228, 5.32732, -9.16864], [-0.28662, 5.16775, -7.76444], [-1.05782, 7.24440, -9.39204], [-1.42166, 6.08973, -10.69556], [0.89580, 5.78474, -9.35403], [-0.10356, 4.33980, -9.63519], [-10.32708, -9.80425, -0.97869], [-11.06477, -8.76631, -0.35579], [-11.36125, -7.54880, -1.01746], [-10.37257, -8.43834, 1.05250], [-11.31398, -8.60644, 2.11863], [-12.27209, -9.66606, 1.61766], [-12.43044, -9.37184, 0.22411], [-11.82182, -7.65374, 2.28159], [-10.80167, -8.90366, 3.02965], [-13.23332, -9.63527, 2.12273], [-11.84480, -10.66691, 1.70938], [4.84781, -0.11039, 4.71653], [5.17836, -0.22243, 3.33542], [4.39607, -0.99163, 2.43827], [6.70805, -0.67149, 3.23417], [7.44880, 0.30794, 2.47364], [6.72304, 1.61002, 2.71172], [5.33312, 1.24294, 2.73536], [7.41170, 0.01922, 1.42186], [8.48021, 0.34012, 2.80273], [6.91148, 2.34499, 1.93877], [6.98140, 2.03490, 3.68396], [7.30937, 6.01198, -0.22331], [6.98228, 6.13075, 1.15148], [7.92834, 6.55468, 2.11654], [6.32145, 4.74796, 1.63087], [5.00450, 4.98251, 2.15962], [4.51051, 6.20346, 1.41787], [5.67082, 7.03877, 1.29371], [5.09462, 5.17199, 3.23107], [4.37098, 4.11340, 1.99893], [3.72091, 6.72613, 1.94982], [4.16526, 5.94813, 0.41400], [9.25041, 2.72041, 1.60637], [10.49304, 2.06191, 1.81328], [11.06773, 1.94162, 3.10497], [11.56605, 2.66383, 0.81042], [12.11330, 1.61955, -0.02342], [10.99940, 0.60466, -0.13692], [10.40058, 0.59422, 1.17035], [12.98745, 1.20237, 0.48169], [12.40682, 2.02125, -0.98949], [11.36096, -0.38640, -0.39642], [10.23979, 0.91478, -0.85805], [16.93741, -0.07745, 1.74804], [15.52391, -0.09308, 1.80774], [14.72710, 0.60283, 0.85577], [15.07133, 0.34061, 3.27501], [14.25714, -0.68122, 3.86795], [14.74144, -1.96710, 3.23169], [15.01080, -1.60710, 1.86725], [13.21399, -0.47651, 3.61747], [14.37579, -0.67771, 4.94765], [14.00175, -2.76119, 3.27539], [15.67317, -2.31289, 3.68341]]
}



(2)
{
  "formula": "C3H10N3",
  "method": "ωB97M-V/def2-TZVPD",
  "e_tot_ha": -284.25111,
  "e_above_lowest_kcal_mol": 78.4,
  "orbital_gap_ev": 9.316,
  "e_lumo_ev": -3.758,
  "e_homo_ev": -13.07,
  "total_charge": 1,
  "largest_force_ev_per_a": 5.4,
  "symbols": ["C", "C", "C", "N", "N", "N", "H", "H", "H", "H", "H", "H", "H", "H", "H", "H"],
  "coordinates": [[-0.43223, -0.97573, 2.19823], [0.62299, -1.15392, 1.42372], [-0.20199, 0.61090, -1.61782], [1.43367, 0.01860, 1.17940], [-0.59966, 1.86396, -1.62796], [-0.54693, -0.52720, -2.09721], [-0.74922, -0.15871, 2.82780], [-1.24984, -1.73003, 2.14529], [0.88065, -2.01505, 0.71629], [2.17019, 0.07576, 1.92135], [1.15965, 0.95359, 1.26573], [-1.31714, 2.37954, -2.05833], [-0.10595, 2.35865, -0.82214], [-1.09455, -0.72355, -2.99296], [-0.33103, -1.42320, -1.69300], [0.36139, 0.44641, -0.76839]]
}



(3)
{
  "formula": "C8H16NS",
  "method": "ωB97M-V/def2-TZVPD",
  "e_tot_ha": -767.10115,
  "e_above_lowest_kcal_mol": 7.2,
  "orbital_gap_ev": 8.566,
  "e_lumo_ev": -4.465,
  "e_homo_ev": -13.03,
  "total_charge": 1,
  "largest_force_ev_per_a": 1.8,
  "symbols": ["C", "C", "C", "C", "C", "C", "N", "C", "C", "S", "H", "H", "H", "H", "H", "H", "H", "H", "H", "H", "H", "H", "H", "H", "H", "H"],
  "coordinates": [[0.08736, -2.59305, -0.65143], [-0.93584, -1.99256, 0.32030], [-0.93705, -0.44601, 0.49589], [-1.00433, -0.11964, 1.98998], [0.23164, 0.25758, -0.19437], [-0.09593, 0.50621, -1.62197], [0.46178, 1.55515, -2.07436], [1.25522, 2.26573, -1.03619], [0.59548, 1.72696, 0.23480], [1.91248, 1.79284, 1.49098], [1.05248, -2.74914, -0.18548], [-0.26161, -3.57211, -0.95684], [0.22441, -2.02736, -1.56779], [-1.92364, -2.29282, -0.01133], [-0.76149, -2.44854, 1.28482], [-1.85849, -0.06748, 0.05964], [-0.13183, -0.51803, 2.49326], [-1.10396, 0.94817, 2.15309], [-1.89522, -0.59062, 2.38395], [1.18142, -0.27181, -0.16085], [-0.76501, -0.13001, -2.17655], [0.35076, 1.86365, -3.03538], [1.01965, 3.31864, -1.13801], [2.31431, 2.06767, -1.11463], [-0.28267, 2.29440, 0.50330], [1.27008, 1.22218, 2.51518]]
}